{"formula": "C26H34NO7", "method": "wB97M-V/def2-TZVPD", "gap_ha": 0.23338, "smiles": "CCOC(=O)[C@]1([C@@H](C2=C([O-])OC(C)(C)OC2=O)c2ccc(N(C)C)cc2)CCCCCCC1=O", "total_charge": -1, "energy_ha": -1592.4349, "molar_mass_g_mol": 472.56, "relative_energy_kcal_mol": 112.6, "symbols": ["C", "C", "O", "C", "O", "C", "C", "C", "C", "O", "O", "C", "C", "C", "O", "C", "O", "C", "C", "C", "C", "N", "C", "C", "C", "C", "C", "C", "C", "C", "C", "C", "C", "O", "H", "H", "H", "H", "H", "H", "H", "H", "H", "H", "H", "H", "H", "H", "H", "H", "H", "H", "H", "H", "H", "H", "H", "H", "H", "H", "H", "H", "H", "H", "H", "H", "H", "H"], "positions_angstrom": [[-1.245557, 4.454595, 0.514756], [-0.616479, 3.432079, -0.353025], [0.580321, 2.824176, 0.336085], [0.545806, 1.517368, 0.188004], [-0.326583, 0.994741, -0.531002], [1.119503, 0.358903, 1.160976], [0.050767, -0.448805, 0.812056], [-1.439702, -0.282192, 1.359504], [-2.265788, -1.460714, 1.451023], [-1.822956, -2.583762, 1.522120], [-3.647471, -1.354509, 1.496946], [-4.274081, -0.081606, 1.319091], [-5.627027, -0.157262, 2.051740], [-4.471354, 0.262114, -0.147560], [-3.495416, 0.944207, 1.966097], [-2.106518, 0.910039, 1.770772], [-1.534204, 1.943628, 2.050306], [-0.011182, -1.344475, -0.492296], [-1.146992, -1.462417, -1.314368], [-1.099785, -2.219325, -2.468335], [0.095011, -2.861466, -2.890307], [0.237941, -3.592458, -4.030759], [1.487786, -4.280695, -4.281692], [-0.867263, -3.900524, -4.906701], [1.164725, -2.794035, -2.000521], [1.073399, -2.132251, -0.812444], [1.192178, 1.121956, 2.463823], [2.275979, 2.225421, 2.553805], [3.131075, 2.812952, 1.410082], [4.579181, 2.298520, 1.120243], [4.549380, 0.903956, 0.554227], [3.881369, 0.035680, 1.594479], [2.512542, -0.565758, 1.313977], [2.402101, -1.752315, 1.614600], [-2.094180, 4.874708, -0.041673], [-1.631026, 4.015098, 1.444340], [-0.541907, 5.261462, 0.741308], [-1.329974, 2.642186, -0.565721], [-0.218302, 3.811577, -1.288955], [0.264383, -0.969347, 1.807410], [-5.454854, -0.430554, 3.101898], [-6.136015, 0.819562, 2.004374], [-6.260182, -0.913806, 1.564394], [-3.519712, 0.312067, -0.673114], [-5.120830, -0.490075, -0.609042], [-4.955064, 1.242526, -0.196485], [-2.121296, -1.012056, -1.106221], [-1.959210, -2.343934, -3.099956], [2.330045, -3.572403, -4.325511], [1.719225, -4.997174, -3.473839], [1.402651, -4.821587, -5.225518], [-1.714222, -4.271456, -4.317812], [-1.183465, -3.001635, -5.449851], [-0.521015, -4.669936, -5.608493], [2.095352, -3.285247, -2.205254], [1.882788, -2.268981, -0.132978], [0.217234, 1.585683, 2.673185], [1.371462, 0.443484, 3.305163], [2.964392, 2.046077, 3.372970], [1.736650, 3.082746, 2.963796], [3.250742, 3.886774, 1.665255], [2.541306, 2.803800, 0.494040], [5.217387, 2.386283, 2.018093], [5.022804, 2.962272, 0.380065], [5.542316, 0.522053, 0.321517], [3.935615, 0.841965, -0.340154], [3.866914, 0.564425, 2.549924], [4.519281, -0.822321, 1.857145]], "forces_ev_per_angstrom": [[0.0, 0.9, 0.5], [0.6, -0.4, 0.3], [-1.1, 0.6, -0.5], [-1.6, -1.6, -2.6], [2.1, 3.6, -1.0], [3.8, 4.4, -1.4], [-5.6, -7.7, 4.7], [-1.8, 1.3, -0.6], [1.5, 0.3, 0.0], [-0.2, -0.9, -0.1], [-0.6, 0.6, 0.0], [0.6, 0.0, 0.8], [0.3, 0.1, -0.1], [-0.1, 0.0, 0.0], [-0.3, -0.8, -0.3], [0.7, -1.6, -0.8], [0.0, 1.8, 0.3], [0.2, 0.2, 1.9], [0.1, 0.0, 0.0], [1.0, -0.6, -0.7], [-0.1, 0.5, 1.4], [0.3, -0.8, -1.5], [-0.1, 0.1, 0.4], [0.2, 0.2, 0.4], [-0.1, -0.5, -0.8], [-0.1, 0.6, 0.1], [0.0, -0.2, 1.4], [0.1, 1.2, 0.7], [0.6, 0.6, -0.3], [-0.8, 0.7, -0.2], [-0.3, -0.1, 0.4], [0.7, -1.2, 0.6], [-0.5, -0.6, 1.2], [-0.1, 2.2, -0.4], [0.1, 0.0, 0.1], [0.2, 0.0, -0.4], [-0.1, 0.1, 0.1], [0.3, 0.1, 0.0], [0.0, 0.2, -0.1], [-0.2, -2.5, -1.3], [-0.1, 0.1, -0.3], [0.2, -0.3, 0.0], [0.2, 0.2, 0.2], [0.0, 0.0, 0.0], [0.2, 0.1, 0.0], [0.0, -0.1, -0.1], [0.7, 0.1, 0.3], [-0.5, 0.2, 0.0], [-0.1, -0.2, -0.1], [0.0, 0.0, -0.2], [0.2, 0.1, 0.1], [-0.1, -0.1, -0.2], [-0.2, -0.2, -0.1], [-0.4, 0.3, 0.1], [0.2, -0.3, -0.1], [0.1, 0.2, -0.1], [0.4, -0.3, -0.3], [0.0, -0.2, -0.1], [0.2, -0.5, 0.3], [-0.2, 0.1, -0.3], [-0.1, -0.5, -0.2], [0.6, 0.0, 0.0], [-0.3, -0.3, -0.2], [0.0, 0.3, 0.0], [0.0, 0.0, -0.1], [0.1, 0.3, -0.4], [-0.4, 0.0, -0.2], [-0.3, 0.0, -0.4]]}

***

{"formula": "C26H35BaO9", "method": "wB97M-V/def2-TZVPD", "gap_ha": 0.31943, "total_charge": 1, "energy_ha": -1714.2443, "molar_mass_g_mol": 628.89, "symbols": ["Ba", "C", "C", "O", "C", "C", "O", "C", "C", "O", "C", "C", "O", "C", "C", "O", "C", "C", "O", "H", "H", "H", "H", "H", "H", "H", "H", "H", "H", "H", "H", "H", "H", "H", "H", "H", "H", "H", "H", "H", "H", "H", "H", "O", "C", "C", "O", "O", "C", "C", "C", "C", "C", "C", "C", "C", "C", "C", "C", "C", "H", "H", "H", "H", "H", "H", "H", "H", "H", "H", "H"], "positions_angstrom": [[-0.330408, 0.250516, 0.773551], [-0.757643, 0.097254, 4.211881], [-0.789704, 1.611584, 4.341630], [-0.330824, 2.269434, 3.155415], [0.939582, 2.919195, 3.235915], [2.150491, 2.008845, 3.103955], [2.099123, 1.207189, 1.938818], [2.875113, 1.567921, 0.796063], [2.230622, 2.660722, -0.072922], [0.874293, 2.307303, -0.364640], [-0.033460, 3.203806, -1.019682], [-1.312635, 3.422323, -0.201341], [-2.042698, 2.188204, -0.085668], [-3.207191, 2.132767, 0.752091], [-3.922825, 0.799977, 0.510290], [-3.092245, -0.347578, 0.696689], [-3.331483, -1.207238, 1.823779], [-2.894749, -0.621202, 3.163054], [-1.511081, -0.325610, 3.080963], [-1.145646, -0.387174, 5.112667], [0.264341, -0.249574, 4.046274], [-0.198081, 1.922604, 5.207823], [-1.815619, 1.948987, 4.509429], [1.008087, 3.482775, 4.172645], [0.932087, 3.641506, 2.417666], [2.217482, 1.320910, 3.951014], [3.055206, 2.625988, 3.118349], [3.014969, 0.644248, 0.233457], [3.852310, 1.936230, 1.121958], [2.793262, 2.753249, -1.006454], [2.231648, 3.631940, 0.435242], [-0.290980, 2.779514, -1.992917], [0.477255, 4.155504, -1.184062], [-1.943187, 4.152338, -0.717643], [-1.060201, 3.802720, 0.794842], [-3.880337, 2.951548, 0.480241], [-2.917150, 2.244610, 1.804325], [-4.269627, 0.778804, -0.523802], [-4.795586, 0.732057, 1.165876], [-2.773861, -2.119229, 1.615783], [-4.398830, -1.439482, 1.883928], [-3.065382, -1.345934, 3.965813], [-3.468670, 0.284457, 3.398598], [-0.466381, -0.734305, -1.758866], [0.557343, -1.772210, -1.719930], [0.972876, -1.889415, -0.190418], [2.101340, -1.546668, 0.151222], [-0.003816, -2.063982, 0.617357], [1.757662, -1.302446, -2.526442], [2.751118, -2.217563, -2.858815], [3.891244, -1.806374, -3.528360], [4.051998, -0.472265, -3.879905], [3.063086, 0.442395, -3.558273], [1.921336, 0.030026, -2.882054], [-0.035456, -3.061908, -2.253498], [-0.131175, -4.226288, -1.507126], [-0.688446, -5.368215, -2.072648], [-1.161605, -5.354165, -3.372611], [-1.062622, -4.192864, -4.129954], [-0.491131, -3.062145, -3.574832], [-1.105589, -0.953428, -2.441312], [2.639263, -3.260402, -2.588518], [4.657327, -2.527850, -3.779516], [4.940297, -0.154539, -4.409747], [3.173572, 1.481157, -3.845931], [1.148297, 0.744481, -2.632602], [0.208397, -4.256269, -0.481468], [-0.756463, -6.275175, -1.486166], [-1.597827, -6.246618, -3.801231], [-1.409841, -4.173976, -5.154416], [-0.360583, -2.172994, -4.184822]], "forces_ev_per_angstrom": [[-0.2, 1.2, 0.7], [-0.4, 0.1, 0.0], [0.0, 0.1, 0.1], [0.2, -0.5, 0.0], [-0.1, 0.2, 0.0], [0.0, 0.0, 0.0], [-0.3, -0.1, -0.3], [-0.2, 0.5, 0.0], [-0.3, 0.3, 0.0], [-0.3, -0.4, 0.2], [0.3, 0.0, 0.2], [-0.1, -0.1, 0.1], [0.3, -0.2, -0.3], [0.3, 0.1, -0.1], [0.0, 0.0, 0.1], [0.4, 0.2, 0.3], [-0.2, 0.4, 0.1], [0.0, 0.2, 0.2], [0.3, -0.1, -0.4], [0.1, 0.1, 0.1], [0.0, -0.1, 0.0], [0.0, 0.0, 0.0], [0.0, 0.0, 0.0], [0.0, 0.0, 0.0], [0.0, 0.0, 0.0], [0.0, 0.0, 0.0], [0.0, 0.0, 0.0], [-0.1, 0.0, 0.0], [0.1, 0.0, -0.1], [0.1, 0.0, 0.1], [0.1, 0.0, 0.0], [0.0, 0.0, 0.0], [-0.2, 0.1, 0.0], [0.1, 0.1, 0.0], [0.0, 0.0, 0.0], [-0.1, 0.0, 0.1], [0.1, 0.0, 0.0], [0.0, -0.1, 0.0], [0.0, 0.2, 0.0], [0.0, 0.0, -0.1], [0.0, -0.1, 0.0], [-0.1, -0.1, -0.1], [0.0, 0.0, 0.0], [0.3, -0.1, 0.4], [0.2, -0.2, 0.0], [-0.4, 0.0, -0.1], [0.1, 0.0, -0.2], [0.3, -1.4, -0.6], [0.0, -0.1, 0.0], [0.1, 0.0, 0.0], [0.0, 0.0, 0.0], [0.0, 0.0, 0.0], [0.0, 0.0, 0.0], [0.0, 0.0, 0.0], [0.0, 0.1, -0.2], [-0.1, -0.1, 0.0], [0.0, 0.0, 0.1], [0.0, 0.0, -0.1], [0.0, 0.0, 0.0], [0.1, 0.0, 0.1], [-0.1, -0.2, -0.1], [0.0, 0.0, 0.0], [0.0, 0.0, 0.0], [0.0, 0.0, 0.0], [0.0, 0.0, 0.0], [0.0, 0.0, 0.0], [0.0, 0.0, 0.0], [0.0, 0.0, 0.0], [0.0, 0.0, 0.0], [0.0, 0.0, 0.0], [0.0, 0.0, 0.0]]}